A molecular structure, C19H55NaO9S8 at a distorted geometry. Source: the OMol25 dataset; level of theory: ωB97M-V with the def2-TZVPD basis set.

Energy: -130111.746 eV
E_HOMO: -7.63 eV
Frontier orbital gap: 5.785 eV
Relative energy (zero: lowest compared OMol25 entry of this formula, charge and spin): 1.388 eV
Strongest force on any atom: 2.1 eV Å⁻¹

CARTESIAN COORDINATES (ANGSTROEM)
Na -1.252905 1.552147 -3.653410
C -1.136703 0.195379 -1.110839
C 0.249247 0.795722 -0.944883
C 1.283325 -0.231971 -1.371145
O 0.425578 1.960747 -1.667447
H -1.377559 -0.146213 -2.126500
H -1.961850 0.856402 -0.821756
H -1.225429 -0.724847 -0.514587
H 0.380060 1.023885 0.130258
H 2.278088 0.140332 -1.111084
H 1.355913 -0.365859 -2.457344
H 1.161411 -1.235842 -0.944020
C -5.142535 1.811107 -0.870843
S -5.425064 0.692215 0.541637
O -6.905452 0.484386 0.562261
C -4.727112 -0.798336 -0.192330
H -5.460805 2.806011 -0.577139
H -5.744511 1.440895 -1.701417
H -4.089380 1.761049 -1.154448
H -5.020644 -1.660201 0.402987
H -3.646429 -0.705184 -0.285248
H -5.210797 -0.925689 -1.164267
C 4.745248 2.622668 0.042271
S 3.969102 4.182026 0.486613
O 3.382678 4.643410 -0.810794
C 2.567209 3.526487 1.432769
H 3.913834 2.063721 -0.396342
H 5.053186 2.037345 0.913075
H 5.567969 2.817584 -0.634785
H 1.832942 3.044385 0.782674
H 2.074188 4.364125 1.914608
H 2.875193 2.791123 2.177089
C 0.647325 -3.793480 0.288646
S -0.308409 -4.890231 1.383418
O -1.461052 -4.076202 1.897583
C -1.002442 -5.880839 0.038207
H 1.186390 -4.472347 -0.372903
H 1.355600 -3.134429 0.788105
H -0.050740 -3.170004 -0.272650
H -0.251828 -6.110891 -0.716525
H -1.829428 -5.318176 -0.392195
H -1.396455 -6.851598 0.340599
C 0.526279 -1.926676 3.305994
S 2.326472 -1.571541 3.435666
O 3.089694 -2.384691 2.423342
C 2.366482 0.153421 2.880207
H 0.288512 -2.906740 3.696370
H 0.328227 -1.752554 2.250659
H 0.125737 -1.116303 3.914740
H 1.752593 0.749455 3.561640
H 1.956593 0.216018 1.870611
H 3.372243 0.550977 2.984913
C -0.619005 4.881676 1.313263
S -0.869764 5.620955 -0.325296
O 0.237377 5.081171 -1.154422
C -2.314738 4.562046 -0.757725
H -0.285555 3.854372 1.190856
H -1.523998 4.853968 1.931030
H 0.066268 5.470064 1.920137
H -3.162587 4.993993 -0.228754
H -2.022684 3.524285 -0.583210
H -2.450728 4.604967 -1.838695
C 4.383052 -0.926640 -2.937620
S 5.423850 -1.946403 -1.828315
O 5.428790 -3.348096 -2.382190
C 4.250347 -2.098743 -0.430281
H 3.525283 -1.435652 -3.373716
H 5.057814 -0.425827 -3.625719
H 3.901056 -0.146466 -2.336214
H 3.422064 -2.702041 -0.796026
H 3.893992 -1.181533 0.037846
H 4.791785 -2.633697 0.347674
C -0.204258 -3.166545 -4.906844
S -1.191109 -4.252549 -3.832098
O -0.219989 -4.942676 -2.924289
C -1.848436 -2.919630 -2.843801
H 0.406338 -2.569568 -4.225949
H -0.771847 -2.578422 -5.624114
H 0.513479 -3.785936 -5.446486
H -1.110442 -2.134926 -2.703845
H -2.132591 -3.350164 -1.876765
H -2.841779 -2.523825 -3.080237
C -1.733548 0.940615 2.431985
S -1.140392 1.573537 4.069197
O -0.025454 2.510894 3.730352
C -2.576612 2.572422 4.540972
H -0.874290 0.850720 1.777374
H -2.479134 1.674447 2.121462
H -2.272598 0.002871 2.570895
H -2.326808 3.236683 5.366966
H -3.368815 1.889523 4.838417
H -2.744120 3.237949 3.692141

Atoms 1-3, force components in eV/Å:
Na 1.0 0.5 1.0
C -0.8 -0.7 0.6
C 0.2 1.1 -1.5